{
  "formula": "C60H90N14",
  "method": "ωB97M-V/def2-TZVPD",
  "species": ["N", "C", "C", "C", "C", "H", "H", "H", "H", "H", "N", "C", "C", "C", "C", "H", "H", "H", "H", "H", "N", "C", "C", "C", "C", "H", "H", "H", "H", "H", "N", "C", "C", "C", "C", "H", "H", "H", "H", "H", "N", "C", "C", "C", "C", "H", "H", "H", "H", "H", "N", "C", "C", "C", "C", "H", "H", "H", "H", "H", "N", "C", "C", "C", "C", "H", "H", "H", "H", "H", "N", "C", "C", "C", "C", "H", "H", "H", "H", "H", "N", "C", "C", "C", "C", "H", "H", "H", "H", "H", "N", "C", "C", "C", "C", "H", "H", "H", "H", "H", "N", "C", "C", "C", "C", "H", "H", "H", "H", "H", "N", "C", "C", "C", "C", "H", "H", "H", "H", "H", "C", "C", "N", "C", "C", "C", "C", "H", "H", "H", "H", "H", "H", "H", "H", "H", "H", "H", "H", "H", "H", "H", "C", "C", "N", "C", "C", "C", "C", "H", "H", "H", "H", "H", "H", "H", "H", "H", "H", "H", "H", "H", "H", "H"],
  "xyz": [[3.56637, 4.09537, 1.56595], [2.69386, 4.30133, 2.61473], [3.48391, 4.70606, 3.65009], [4.82427, 4.82364, 3.22447], [4.80948, 4.48109, 1.90509], [3.28732, 3.84677, 0.59573], [1.65034, 4.11591, 2.44416], [3.10261, 4.88569, 4.64533], [5.61987, 5.04314, 3.91089], [5.59780, 4.34650, 1.17908], [2.22949, 2.13845, -1.08861], [3.54180, 2.59120, -1.19642], [3.49696, 3.94143, -1.48701], [2.12780, 4.28095, -1.76007], [1.39168, 3.14162, -1.50071], [1.92562, 1.19545, -0.89214], [4.39276, 1.93787, -1.09181], [4.35111, 4.59073, -1.61759], [1.75421, 5.22180, -2.11593], [0.32233, 3.02079, -1.47503], [1.78126, -0.21789, 1.16310], [0.98088, 0.87291, 1.40262], [-0.14351, 0.71192, 0.64618], [0.07054, -0.39873, -0.21691], [1.24702, -0.99301, 0.20521], [2.64281, -0.47815, 1.68927], [1.32012, 1.59439, 2.12185], [-1.00725, 1.36132, 0.58539], [-0.56028, -0.84496, -0.97128], [1.68936, -1.92616, -0.09837], [0.18531, 0.49676, -6.84701], [-1.14481, 0.72301, -6.54763], [-1.33586, 0.43350, -5.22482], [-0.05754, 0.13516, -4.69128], [0.85190, 0.16650, -5.71054], [0.56536, 0.57630, -7.76487], [-1.84698, 1.00108, -7.31296], [-2.23983, 0.58433, -4.65926], [0.14545, -0.01263, -3.64204], [1.89666, -0.08929, -5.69097], [-1.89020, -2.33748, 2.35165], [-3.00436, -3.05643, 2.66700], [-2.64861, -4.33291, 2.97297], [-1.22933, -4.37928, 2.94180], [-0.80540, -3.16660, 2.49051], [-1.87430, -1.36994, 2.07797], [-3.98103, -2.60557, 2.65948], [-3.31583, -5.14885, 3.18430], [-0.50177, -5.14985, 3.14242], [0.18077, -2.83431, 2.20859], [-0.09842, 3.23696, 6.76996], [0.13261, 1.93398, 7.10142], [1.11295, 1.45944, 6.25660], [1.49238, 2.53380, 5.38964], [0.70929, 3.60663, 5.71171], [-0.71618, 3.84731, 7.25980], [-0.46382, 1.39066, 7.81153], [1.50775, 0.45709, 6.24598], [2.22236, 2.49199, 4.60487], [0.59661, 4.58981, 5.28929], [-1.96468, -4.91240, -2.88774], [-1.25831, -4.19778, -1.94959], [-0.39836, -3.36809, -2.60523], [-0.68893, -3.50956, -3.97996], [-1.59435, -4.50138, -4.17307], [-2.63284, -5.61611, -2.65901], [-1.49045, -4.49152, -0.93473], [0.32928, -2.71018, -2.16494], [-0.32889, -2.78426, -4.69957], [-2.04063, -4.89235, -5.06531], [4.66258, -1.36260, -4.50220], [4.00110, -0.75425, -3.45541], [2.88887, -1.51985, -3.19605], [2.83893, -2.54601, -4.16347], [3.94090, -2.43863, -4.97846], [5.50625, -0.99754, -4.89472], [4.37054, 0.11363, -2.94198], [2.17774, -1.38663, -2.39813], [2.04092, -3.26755, -4.23724], [4.25289, -3.00681, -5.83352], [-2.92680, 4.76658, -0.35584], [-1.99065, 4.34461, 0.53542], [-2.25990, 4.99245, 1.72129], [-3.22692, 5.99047, 1.42746], [-3.57410, 5.87460, 0.10148], [-3.03020, 4.43744, -1.29956], [-1.30823, 3.55330, 0.28308], [-1.79790, 4.76348, 2.66558], [-3.68468, 6.61273, 2.18110], [-4.27245, 6.43616, -0.48642], [4.43700, -4.48798, -0.24064], [3.20762, -4.10468, -0.68817], [2.27688, -4.52329, 0.22773], [3.01411, -5.09829, 1.31287], [4.33641, -4.98831, 1.03155], [5.27381, -4.33033, -0.75765], [3.21969, -3.58735, -1.63674], [1.20432, -4.43363, 0.23991], [2.58265, -5.58169, 2.17470], [5.21372, -5.22413, 1.60853], [-4.63368, 0.18451, 3.63431], [-3.29415, 0.15620, 3.93994], [-2.65096, 1.09180, 3.15602], [-3.67860, 1.75860, 2.42220], [-4.87151, 1.10302, 2.62395], [-5.35265, -0.35983, 4.06194], [-2.87846, -0.52531, 4.65995], [-1.60767, 1.35104, 3.21506], [-3.59659, 2.57873, 1.72322], [-5.84988, 1.36614, 2.26763], [-2.87081, 3.49535, -3.84229], [-2.35624, 2.64103, -2.93159], [-3.35061, 2.24641, -2.07459], [-4.57027, 2.74652, -2.62911], [-4.23748, 3.59175, -3.64310], [-2.32440, 3.97509, -4.52566], [-1.32650, 2.33104, -2.85064], [-3.28305, 1.55181, -1.25466], [-5.57375, 2.58989, -2.27083], [-4.86343, 4.04812, -4.38875], [-3.53327, -2.03277, -0.65260], [-3.72613, -1.56994, -2.08107], [-5.11903, -1.62399, -2.58449], [-5.14583, -0.91421, -3.83515], [-6.52631, -0.81953, -4.45307], [-5.50807, -3.02791, -2.76626], [-6.50695, -3.48639, -1.71267], [-3.36465, -3.09486, -0.47727], [-4.34726, -1.75852, 0.02334], [-2.63675, -1.50736, -0.31103], [-3.37933, -0.53642, -2.17578], [-3.09089, -2.12579, -2.80124], [-4.78265, 0.10805, -3.68750], [-4.42816, -1.36400, -4.55275], [-7.24706, -0.43945, -3.72027], [-6.56844, -0.25269, -5.37672], [-6.92388, -1.82503, -4.64491], [-4.63472, -3.71136, -2.75109], [-5.85969, -3.24449, -3.78320], [-7.43376, -2.91842, -1.82431], [-6.11433, -3.38182, -0.70289], [-6.79315, -4.54187, -1.81458], [2.58692, -2.06346, 4.15362], [3.61276, -0.95124, 4.25970], [4.00989, -0.46580, 2.97383], [4.88294, -1.35550, 2.26220], [5.26151, -0.91148, 0.87430], [4.55832, 0.87119, 3.06230], [5.86760, 0.99507, 3.83166], [1.63803, -1.61702, 3.83993], [2.40554, -2.47705, 5.15166], [2.81902, -2.90870, 3.50781], [3.18910, -0.16364, 4.88298], [4.43332, -1.35176, 4.88696], [5.81512, -1.52046, 2.82628], [4.38342, -2.32662, 2.20527], [6.00677, -0.10401, 0.87723], [5.81896, -1.71238, 0.38040], [4.43080, -0.58774, 0.24465], [3.84390, 1.59223, 3.47381], [4.71263, 1.28829, 2.05841], [6.22808, 2.02360, 3.86190], [6.67272, 0.34476, 3.48383], [5.72101, 0.71768, 4.88500]],
  "mulliken_charge": [0.232, -1.102, -0.195, -1.143, -0.458, 0.406, 0.834, 0.486, 0.458, 0.396, 1.194, -0.756, -0.798, -1.008, -0.032, -0.246, 0.449, 0.462, 0.512, 0.348, 2.696, -1.150, -0.461, 0.063, -0.033, -0.701, 0.334, 0.309, -0.401, -0.131, 0.040, -1.239, -0.755, 0.211, -0.925, 0.179, 0.446, 0.827, 0.945, 0.400, 1.084, -0.774, -0.958, -0.823, -0.292, -0.178, 0.491, 0.439, 0.482, 0.500, -0.004, -0.689, -0.845, 1.496, -1.179, 0.171, 0.400, 0.405, -0.328, 0.451, 0.135, -1.700, 0.864, -0.330, -1.187, 0.214, 0.716, 0.504, 0.415, 0.431, 0.036, -1.583, 0.400, -0.380, -0.970, 0.196, 0.513, 0.704, 0.361, 0.450, 0.241, -0.657, -0.326, -0.931, -0.476, 0.358, 0.437, 0.663, 0.400, 0.434, 0.159, -0.655, 0.314, -0.929, -0.861, 0.228, 0.320, 0.620, 0.472, 0.405, 0.101, -1.191, -0.157, -0.077, -1.204, 0.201, 0.465, 0.904, 0.492, 0.445, 0.258, -1.316, 0.461, -0.878, -0.878, 0.189, 0.374, 0.740, 0.465, 0.455, -1.130, 0.720, 0.149, 0.248, -1.454, 0.118, -1.342, 0.235, 0.688, -0.241, -0.585, 0.301, -0.212, 0.219, 0.337, 0.457, 0.327, -0.249, 0.581, 0.292, 0.194, 0.412, -1.236, -0.741, 0.966, -0.664, -1.286, 0.732, -1.653, 0.133, 0.558, 0.269, 0.391, 0.200, 0.484, 0.248, 0.333, 0.536, -0.005, -0.831, 0.042, 0.457, 0.282, 0.324],
  "e_above_lowest_kcal_mol": 0.0,
  "homo_lumo_gap_ev": 8.344,
  "lumo_energy_ev": 0.48
}